This record from OMol25 describes a structure of composition C23H33N2O2P2Pt at a distorted geometry. The level of theory is wB97M-V/def2-TZVPD.

The geometry in XYZ format:
```
63
Properties=species:S:1:pos:R:3:forces:R:3
Pt -0.26531 -0.10281 -0.34103 -0.2 -0.3 -0.6
P 1.87981 -0.96856 -0.25893 0.6 0.4 -0.7
C 2.17352 -1.08620 -2.05435 0.7 -0.4 0.1
C 0.98555 -1.74115 -2.68501 -0.5 -0.2 -0.5
N -0.21337 -1.41100 -2.18474 -0.4 -0.3 -0.6
C -1.36233 -1.77925 -2.78122 0.5 -0.1 -0.4
C -1.31858 -2.61502 -3.89740 -0.6 0.3 0.3
C -0.09616 -3.06396 -4.37591 0.3 0.1 0.2
C 1.07298 -2.59510 -3.78246 -0.1 0.1 0.3
C -2.65996 -1.19962 -2.22700 -0.1 -0.1 0.2
P -2.27040 0.32771 -1.27654 0.6 0.4 -0.4
H 2.06394 -2.86940 -4.11721 -0.1 -0.1 -0.2
H -2.26474 -2.88414 -4.36316 0.3 -0.1 0.0
H -0.04644 -3.77116 -5.19828 0.0 0.2 0.0
H -3.36476 -0.92609 -3.02682 0.2 -0.3 0.1
H -3.17950 -1.90626 -1.55875 0.3 0.1 -0.2
H 2.23095 -0.02090 -2.39788 -0.1 -1.1 0.3
H 3.10318 -1.61583 -2.29783 -0.2 0.0 -0.1
H 1.06443 2.31164 -2.21696 1.1 -0.7 -0.5
O 1.78158 1.64793 -2.48385 -0.2 1.3 0.0
H 2.51379 2.11750 -2.91410 -0.5 0.1 0.2
H -0.30055 2.77486 -0.68772 0.2 0.4 -1.0
O -0.14488 3.14885 -1.59522 -0.5 0.8 1.1
H -0.21772 4.12047 -1.50131 0.1 -0.7 0.0
C -2.38896 1.60149 -2.57448 -0.6 0.0 0.1
H -3.34198 1.47582 -3.11584 0.3 0.3 0.1
H -2.31502 2.58229 -2.08490 -0.2 -0.3 -0.4
H -1.53865 1.49949 -3.26677 -0.3 0.0 0.3
C -3.54560 0.62005 -0.04444 -0.7 0.1 -0.4
H -3.22431 1.47067 0.57266 -0.2 -0.3 -0.1
H -4.48680 0.85335 -0.55899 0.0 0.0 0.4
H -3.64998 -0.27856 0.57836 0.0 0.3 -0.1
C 2.04019 -2.63640 0.44119 0.3 0.0 0.1
H 3.05476 -3.03195 0.24529 -0.5 0.1 0.1
H 1.87644 -2.54142 1.52955 0.0 -0.3 -0.4
H 1.28172 -3.30551 0.00092 0.3 0.3 0.2
C 3.26073 -0.00699 0.41628 0.3 -0.4 0.0
H 3.04393 0.17356 1.47975 0.2 0.1 -0.3
H 4.17648 -0.61639 0.32956 -0.1 0.5 0.1
H 3.36210 0.94552 -0.13060 0.0 -0.5 0.3
C 0.45980 4.39686 2.54236 0.0 0.2 0.1
C 1.06955 3.88423 1.39483 -0.1 -0.5 0.2
C 0.95466 2.52024 1.12422 0.0 -0.1 0.1
C 0.16324 1.70043 1.95509 0.2 -0.1 0.6
C -0.42230 2.21224 3.12990 0.3 0.3 -0.3
C -0.24643 3.56157 3.42203 0.0 -0.1 -0.2
N -0.06675 0.37421 1.58800 -0.5 0.2 1.5
C -0.20121 -0.63757 2.54296 0.4 0.3 0.5
C 0.48559 -0.57070 3.78152 -0.2 -0.3 -0.2
C 0.41780 -1.65084 4.65755 0.1 0.2 -0.1
C -0.29164 -2.80840 4.32564 -0.1 0.2 0.0
C -0.96088 -2.87103 3.10317 0.0 0.3 -0.1
C -0.93313 -1.79409 2.22032 0.2 -0.3 0.1
H 0.55856 5.45968 2.76632 0.0 -0.3 0.0
H 1.65652 4.51177 0.71817 -0.2 -0.1 0.4
H 1.50979 2.05009 0.30078 -0.4 0.3 0.3
H -0.99421 1.53882 3.77654 0.2 0.5 -0.3
H -0.67890 3.95602 4.33969 0.1 0.1 -0.3
H 1.07997 0.31648 4.01913 -0.2 -0.4 0.0
H 0.93767 -1.58279 5.60827 0.0 -0.1 -0.1
H -0.33574 -3.64908 5.02171 0.1 0.3 -0.3
H -1.51424 -3.76226 2.82693 0.0 0.1 0.1
H -1.41785 -1.85338 1.24102 0.1 0.1 0.4
```
Forces are in eV/Å.

For the LUMO energy (alpha / beta), the calculation gives -1.980 / -4.217 eV. As for the electronic energy: -1958.04524 Eh. As for the spin multiplicity: 3. Its HOMO-LUMO gap (alpha / beta) is 5.710 / 6.596 eV. Its net charge is +1.



This record from OMol25 describes a cluster of 2 separate species, C2H7IN2 in total at a distorted geometry. The level of theory is wB97M-V/def2-TZVPD.

The geometry in XYZ format:
```
12
Properties=species:S:1:pos:R:3:forces:R:3
C -0.04759 1.52168 -0.07491 1.1 -2.3 -3.8
N -0.81726 0.59324 0.63631 -0.4 0.0 2.9
N -0.75426 -0.61599 0.70758 -1.3 -1.1 -0.9
C 0.12982 -1.42108 -0.12075 3.1 1.3 3.3
H 0.18397 2.31363 0.56161 1.0 1.1 1.0
H 0.76428 1.10832 -0.85752 -1.4 1.3 2.0
H -0.90002 1.85261 -0.62119 -0.3 1.2 -1.4
H 0.82994 -1.78099 0.75640 -1.0 0.0 -2.0
H -0.36176 -2.22516 -0.57434 -0.8 -1.0 -0.6
H 0.74610 -0.80943 -0.77242 0.0 -0.4 -0.4
I -4.38848 -0.34739 0.49648 0.3 -0.1 0.1
H -2.85222 -0.73661 0.92257 -0.4 0.1 -0.1
```
Forces are in eV/Å.

For the LUMO energy, the calculation gives 0.869 eV. As for the electronic energy: -487.49594 Eh. As for the SMILES: C/N=N\C.I. Its HOMO-LUMO gap is 9.582 eV. Its net charge is 0.